Entry 1:
Molecular formula: C31H44AlN5Si2
Method: DFT, ωB97M-V/def2-TZVPD

Calculated values
Charge   0

```
83
Properties=species:S:1:pos:R:3:forces:R:3:mulliken_charge:R:1
Al 0.268618 -0.248589 0.033722 0.0 0.0 0.1 -0.374
C 0.281194 -3.354073 -0.971505 0.1 0.0 0.2 -1.003
N 0.507147 -2.661265 0.307407 -0.2 -0.3 -0.2 0.800
C 1.742687 -3.193292 0.909709 0.0 0.1 -0.1 -1.240
C -0.582254 -2.794066 1.257086 0.3 -0.1 -0.1 0.188
C -1.374422 -3.921995 1.354204 -0.1 0.0 -0.1 -0.319
C -2.413153 -3.969887 2.276551 0.0 0.0 0.0 -0.860
C -2.653360 -2.867086 3.078358 0.0 0.0 0.0 -1.061
C -1.842663 -1.738940 2.998069 -0.1 0.0 -0.1 -0.766
C -0.760819 -1.699237 2.120195 0.1 0.0 0.1 -0.118
N 0.147046 -0.642415 1.926359 -0.2 0.4 -0.1 1.597
C 0.679951 0.131496 2.941109 0.2 -0.2 0.0 0.533
C 0.315654 0.128350 4.296378 0.0 0.0 0.0 -0.998
C 0.887463 1.016866 5.200694 0.0 0.0 0.0 -0.821
C 1.843903 1.933127 4.800232 0.0 0.0 0.0 -1.112
C 2.279475 1.903276 3.478729 0.0 -0.1 0.1 -0.586
C 1.741515 1.003531 2.575817 -0.1 0.0 -0.1 0.161
N 2.219278 0.877799 1.223076 0.0 0.0 0.0 1.266
C 3.241127 -0.188112 1.163895 -0.1 0.2 0.0 -1.194
C 2.783645 2.106645 0.659306 -0.1 -0.1 0.0 -0.968
H 0.257403 -4.442627 -0.846842 0.0 0.0 0.0 0.604
H -0.642721 -3.024270 -1.432122 -0.1 0.1 0.0 0.021
H 1.103424 -3.112672 -1.642021 -0.1 0.0 0.1 -0.084
H 1.684341 -4.283975 0.993013 0.0 0.0 0.0 0.433
H 2.599699 -2.929418 0.285985 -0.1 0.0 0.0 0.168
H 1.873469 -2.780592 1.907770 0.0 0.0 0.0 0.417
H -1.209680 -4.760543 0.687853 0.0 0.0 0.0 0.338
H -3.039437 -4.850385 2.344288 0.0 0.0 0.0 0.398
H -3.489057 -2.870674 3.767111 0.0 0.0 0.0 0.367
H -2.096990 -0.869528 3.584682 0.0 0.0 0.1 0.507
H -0.408834 -0.580609 4.660285 -0.1 0.0 0.0 0.646
H 0.565306 0.988890 6.234961 0.0 0.0 0.0 0.417
H 2.269042 2.641336 5.500470 0.0 0.0 0.0 0.443
H 3.069256 2.574238 3.162752 -0.1 0.0 0.0 0.413
H 4.171742 0.149405 1.633586 0.0 0.0 0.0 0.544
H 2.882082 -1.066842 1.689950 0.0 0.1 0.0 0.220
H 3.438066 -0.447109 0.121442 0.0 0.0 0.0 0.233
H 3.723527 2.385205 1.149396 0.0 0.0 0.0 0.492
H 2.989218 1.937352 -0.394247 0.0 0.0 0.1 -0.128
H 2.076706 2.930270 0.749658 0.0 0.0 0.0 0.273
C -3.127157 -2.046534 -0.946134 0.0 -0.1 0.1 -1.375
Si -1.963262 -0.540718 -1.041137 0.2 -0.2 -0.3 0.733
C -3.261829 0.829191 -0.824550 0.0 0.2 0.1 -1.227
C -1.394576 -0.511645 -2.887473 0.0 0.0 0.0 0.514
C -2.390134 -0.626777 -3.870465 0.1 0.0 0.0 -0.802
C -2.092782 -0.679530 -5.224734 0.1 0.0 0.1 -0.843
C -0.765364 -0.624832 -5.634631 0.0 0.0 0.1 -0.806
C 0.236161 -0.509551 -4.681722 -0.1 0.0 0.0 -0.767
C -0.043790 -0.443933 -3.308193 0.0 0.0 0.0 0.754
Si 1.460706 -0.220448 -2.133886 -0.2 0.0 -0.2 0.952
C 2.746557 -1.500027 -2.727533 0.1 -0.2 0.1 -1.765
C 2.344757 1.375017 -2.701791 0.0 0.1 0.0 -1.722
H -4.051022 -1.830515 -1.494198 0.1 0.0 0.0 0.519
H -3.399091 -2.245986 0.097374 0.0 0.0 -0.1 0.249
H -2.711200 -2.969283 -1.357486 0.0 0.0 0.0 0.379
H -3.891049 0.897453 -1.719495 0.0 0.0 0.1 0.363
H -2.857307 1.822107 -0.615317 -0.1 -0.1 0.0 0.296
H -3.912455 0.554303 0.014284 0.0 0.0 -0.1 0.381
H -3.433444 -0.681453 -3.567454 0.1 0.0 0.0 0.233
H -2.888424 -0.767836 -5.955113 0.0 0.0 0.0 0.396
H -0.513338 -0.674029 -6.687121 0.0 0.0 0.0 0.397
H 1.269076 -0.463597 -5.020992 -0.1 0.0 0.0 0.300
H 3.261291 -1.099448 -3.606854 0.0 0.0 0.0 0.514
H 2.309885 -2.459797 -3.015721 0.1 0.1 0.0 0.522
H 3.513745 -1.697700 -1.968441 0.0 0.0 -0.1 0.367
H 2.175095 1.528950 -3.773182 0.0 0.0 0.0 0.566
H 3.424930 1.260360 -2.556296 -0.1 0.0 0.0 0.453
H 2.034303 2.280733 -2.177275 0.0 0.0 -0.1 0.436
C -1.031609 4.542557 2.508823 0.0 -0.1 0.0 -1.411
C -0.871559 3.784259 1.232221 0.1 0.1 0.0 0.475
C -1.010246 4.145993 -0.087001 -0.2 0.0 -0.1 -1.269
C -0.717204 2.995442 -0.846930 0.0 0.0 -0.1 -0.384
N -0.370911 1.989210 -0.038812 0.1 0.1 0.5 1.054
N -0.495178 2.499307 1.215158 0.0 -0.2 -0.1 0.567
C -0.914251 2.880206 -2.326337 0.1 -0.1 0.1 -0.567
H -1.475002 5.515975 2.311141 0.0 0.0 0.0 0.411
H -0.064345 4.695054 2.992114 0.0 0.0 0.0 0.266
H -1.671542 4.006261 3.212194 0.0 0.0 0.0 0.292
H -1.330793 5.102455 -0.468795 0.0 -0.1 0.0 0.502
H -0.318312 1.914070 2.018242 0.1 0.0 0.0 -0.238
H -1.137898 3.867429 -2.728369 0.0 0.0 0.0 0.510
H -1.751980 2.217169 -2.551074 0.0 0.0 0.0 -0.023
H -0.048043 2.480556 -2.844403 0.1 0.0 0.0 -0.051
```
Forces are in eV/Å.

Entry 2:
Molecular formula: C4H8NO2P
Method: DFT, ωB97M-V/def2-TZVPD

Calculated values
Charge   0

```
16
Properties=species:S:1:pos:R:3:forces:R:3:mulliken_charge:R:1
C -3.082912 -0.664584 -0.598469 0.6 -0.5 0.0 -0.530
C 1.127285 -0.645105 -1.622005 0.2 -0.2 -0.2 0.506
C -0.676386 -0.184881 0.178675 3.5 -0.2 0.3 -0.900
C 1.408839 -0.512377 -0.168246 -4.0 0.1 -0.1 -0.046
N 2.295954 0.489172 0.229069 0.4 0.2 0.1 -0.691
O 1.806434 0.185371 -2.439531 0.0 0.1 -0.1 -0.476
O 0.296263 -1.395791 -2.085381 0.7 0.2 -0.2 -0.583
P -1.660071 -1.541794 -0.506573 -1.1 0.3 0.3 0.105
H -4.016071 -1.143494 -0.851108 -0.1 -0.1 -0.1 0.278
H -3.136310 0.397887 -0.399098 0.0 0.1 -0.1 0.229
H -0.658252 -0.168442 1.264986 -0.1 0.1 0.0 0.403
H -0.835012 0.798945 -0.247938 0.0 0.1 -0.1 0.453
H 1.502139 -1.457351 0.347381 0.1 0.0 -0.1 0.430
H 2.526929 0.625286 -1.962509 -0.1 -0.2 0.1 0.353
H 2.569407 0.413560 1.198334 0.0 0.2 -0.1 0.254
H 1.998877 1.430044 0.002106 -0.1 -0.1 0.2 0.217
```
Forces are in eV/Å.

What relative energy (zero: lowest compared OMol25 entry of this formula, charge and spin) values result from the calculations? In sequence: 0.0, 74.4 kcal per mole.
What HOMO-LUMO gap values result from the calculations? In sequence: 7.4, 9.0 eV.